No. 1
DFT (wB97M-V/def2-TZVPD) results for 2 unconnected molecules or ions with the total composition C16H17N.

expectation value of S²	0.77
Kohn-Sham gap (spin up / spin down)	2.92 / 6.27	eV
largest force on an atom	1.403	eV Å⁻¹
E_HOMO (spin up / spin down)	0.41 / -2.96	eV
relative energy (zero: lowest compared OMol25 entry of this formula, charge and spin)	5.7	kcal per mole
LUMO energy (spin up / spin down)	0.12252 / 0.12181	hartree

ORCA input file:
```
! wB97M-V def2-TZVPD RIJCOSX def2/J DEFGRID3
* xyz -1 2
C -1.291 1.117 -2.081
C -2.204 2.762 -0.376
C -1.170 1.947 -0.840
C -2.072 3.489 0.800
C 0.014 1.932 -0.119
C -0.921 3.383 1.571
C 0.100 2.553 1.140
H -3.142 2.773 -0.912
H -2.911 4.075 1.143
H -0.937 0.106 -1.866
H -0.598 1.481 -2.846
H 0.902 1.417 -0.492
H -0.792 3.995 2.455
H 0.925 2.164 1.728
H -2.284 1.067 -2.514
C -1.287 -1.889 1.849
C 1.928 -1.284 0.034
C 0.724 -2.003 0.211
C 0.091 -1.506 1.381
C 0.920 -0.553 1.920
C 2.681 -1.403 -1.134
C 2.171 -2.213 -2.221
C 0.311 -2.941 -0.811
C 1.066 -3.033 -1.954
N 2.020 -0.390 1.079
H 2.886 0.032 1.376
H 3.705 -1.035 -1.113
H 0.864 -0.067 2.885
H 2.895 -2.500 -2.980
H -0.494 -3.624 -0.564
H -1.457 -2.942 1.629
H -2.051 -1.254 1.389
H 0.799 -3.802 -2.696
H -1.391 -1.855 2.930
*
```

=====

No. 2
DFT (wB97M-V/def2-TZVPD) results for 2 unconnected molecules or ions with the total composition C16H17NO.

Kohn-Sham gap	8.66	eV
largest force on an atom	1.351	eV Å⁻¹
E_HOMO	-7.96	eV
relative energy (zero: lowest compared OMol25 entry of this formula, charge and spin)	20.6	kcal per mole
LUMO energy	0.02569	hartree

ORCA input file:
```
! wB97M-V def2-TZVPD RIJCOSX def2/J DEFGRID3
* xyz 0 1
C 0.948 -1.838 0.696
C -0.048 -1.488 1.768
C -1.052 -2.254 2.243
N -1.709 -1.596 3.286
C -1.068 -0.385 3.505
C -1.460 0.717 4.260
C -0.736 1.886 4.096
C 0.271 2.027 3.151
C 0.580 0.952 2.325
C -0.040 -0.272 2.548
H 0.405 -1.959 -0.239
H 1.333 -2.853 0.826
H 1.792 -1.154 0.696
H -1.468 -3.208 1.938
H -2.040 -2.124 4.081
H -2.294 0.634 4.948
H -1.163 2.754 4.572
H 0.951 2.868 3.138
H 1.417 1.033 1.634
C 1.212 2.545 -2.226
C 0.561 1.314 -2.799
C 0.746 0.998 -4.153
C 0.389 -0.261 -4.587
C -0.316 -1.163 -3.795
O -0.786 -2.295 -4.379
C -0.445 -0.888 -2.436
C -0.018 0.354 -1.984
H 2.299 2.428 -2.183
H 0.950 2.783 -1.192
H 0.961 3.383 -2.873
H 1.133 1.733 -4.842
H 0.652 -0.641 -5.562
H -0.957 -3.017 -3.763
H -0.797 -1.642 -1.751
H -0.204 0.628 -0.950
*
```

=====

No. 3
DFT (wB97M-V/def2-TZVPD) results for a single C16H17NO5S molecule.

Kohn-Sham gap	8.63	eV
largest force on an atom	15.201	eV Å⁻¹
E_HOMO	-8.53	eV
relative energy (zero: lowest compared OMol25 entry of this formula, charge and spin)	348.6	kcal per mole
LUMO energy	0.00357	hartree

ORCA input file:
```
! wB97M-V def2-TZVPD RIJCOSX def2/J DEFGRID3
* xyz 0 1
C 0.725 -2.974 -1.180
O -0.549 -1.919 -1.200
C -0.273 -0.813 -1.530
C 1.044 -0.232 -2.200
C 0.850 1.167 -2.348
C -0.201 2.027 -2.308
C -1.413 1.448 -1.910
C -1.391 -0.113 -1.355
S -2.885 -0.825 -0.829
O -3.998 0.308 -0.604
O -3.353 -1.912 -1.626
C -2.556 -1.333 0.627
C -1.429 -0.520 1.308
C -1.577 0.965 1.786
C -0.109 1.206 1.966
C 0.613 0.244 1.457
C 2.110 0.040 1.403
O 2.556 -0.548 0.543
N 2.654 1.189 1.850
C 4.042 1.315 1.976
C 4.848 2.593 1.525
C 4.991 1.763 3.071
O -0.138 -0.826 0.969
H 0.287 -3.880 -0.849
H 1.371 -2.462 -0.650
H 1.150 -3.016 -2.170
H 1.929 -0.649 -2.193
H 1.710 1.753 -2.572
H -0.191 2.919 -2.591
H -2.361 2.010 -1.779
H -3.397 -1.337 1.315
H -1.942 -2.426 0.633
H -2.452 1.141 2.073
H -0.048 2.456 2.234
H 2.241 1.968 2.472
H 4.481 0.481 1.389
H 5.671 2.818 1.046
H 4.183 3.455 1.643
H 4.338 2.129 3.872
H 5.899 1.397 3.105
*
```

=====

No. 4
DFT (wB97M-V/def2-TZVPD) results for a molecular structure, C16H18AsCl3CuN3O4.

expectation value of S²	0.76
Kohn-Sham gap (spin up / spin down)	7.45 / 7.18	eV
largest force on an atom	0.621	eV Å⁻¹
E_HOMO (spin up / spin down)	-4.83 / -5.42	eV
relative energy (zero: lowest compared OMol25 entry of this formula, charge and spin)	0.0	kcal per mole
LUMO energy (spin up / spin down)	0.09611 / 0.06472	hartree

ORCA input file:
```
! wB97M-V def2-TZVPD RIJCOSX def2/J DEFGRID3
* xyz -1 2
Cu -1.171 -1.212 0.835
Cl -1.019 -0.803 6.411
C -0.314 -1.670 5.117
Cl 2.087 -0.589 4.942
Cl 0.067 -3.317 5.390
C -0.693 -1.305 3.817
N -0.972 -0.960 2.749
O -2.832 -2.315 -1.208
N -2.202 -3.297 -0.801
O -2.233 -4.381 -1.369
O -1.462 -3.167 0.229
C -2.882 1.795 -0.902
As -1.334 0.631 -0.678
C -1.033 0.159 -2.537
C 0.104 1.948 -0.379
C 0.129 3.102 -1.326
C -0.564 4.278 -1.043
C -0.571 5.337 -1.937
C 0.118 5.243 -3.138
C 0.818 4.081 -3.429
C 0.823 3.024 -2.532
H -2.723 2.518 -1.702
H -3.087 2.320 0.030
H -3.736 1.163 -1.141
H -0.963 1.044 -3.170
H -1.870 -0.466 -2.846
H -0.119 -0.431 -2.598
H 1.019 1.355 -0.432
H -0.013 2.278 0.654
H -1.102 4.360 -0.106
H -1.116 6.240 -1.693
H 0.114 6.069 -3.837
H 1.366 3.996 -4.359
H 1.376 2.121 -2.763
O 0.973 -1.373 -0.062
N 1.574 -2.303 0.623
C 2.184 -2.009 1.789
C 2.828 -2.992 2.508
C 2.840 -4.295 2.037
C 2.187 -4.577 0.846
C 1.556 -3.568 0.154
H 2.114 -0.981 2.113
H 3.273 -2.701 3.450
H 3.332 -5.077 2.597
H 2.140 -5.581 0.448
H 0.987 -3.694 -0.752
*
```

=====

No. 5
DFT (wB97M-V/def2-TZVPD) results for a molecular structure, C16H18B2N6O2Ti.

Kohn-Sham gap (spin up / spin down)	4.68 / 4.69	eV
largest force on an atom	3.262	eV Å⁻¹
E_HOMO (spin up / spin down)	-13.37 / -13.37	eV
LUMO energy (spin up / spin down)	-0.31935 / -0.31925	hartree

ORCA input file:
```
! wB97M-V def2-TZVPD RIJCOSX def2/J DEFGRID3
* xyz 2 1
H -0.755 0.751 2.557
N -1.182 -0.630 0.975
B -2.337 -2.536 -0.437
N -2.188 -1.602 0.815
C -2.992 -1.587 1.896
Ti -0.072 -0.837 -0.651
H -3.834 -2.273 1.944
C -2.534 -0.612 2.788
H -2.975 -0.368 3.740
C -1.408 -0.036 2.191
H -3.346 -3.207 -0.322
C 1.957 -0.186 -1.081
H 2.907 0.244 -0.735
H 1.575 0.480 -1.872
H 2.203 -1.176 -1.536
N -1.083 -3.445 -0.481
N -2.430 -1.650 -1.723
N 0.183 -2.888 -0.512
N -1.479 -0.680 -2.042
C -0.971 -4.782 -0.384
C -3.433 -1.585 -2.618
H -1.874 -5.385 -0.354
H -4.252 -2.279 -2.496
C 0.384 -5.124 -0.332
C -3.162 -0.574 -3.547
C 1.091 -3.905 -0.396
C -1.939 -0.013 -3.149
H 0.802 -6.112 -0.246
H -3.782 -0.303 -4.377
H 2.154 -3.704 -0.340
H -1.381 0.819 -3.548
H 2.185 0.574 1.093
O 1.766 2.413 -0.238
B 1.597 1.604 0.922
O 1.219 2.421 2.017
C 1.698 3.655 1.656
C 2.297 4.502 2.554
C 3.292 5.352 2.069
C 3.617 5.389 0.711
C 2.960 4.570 -0.225
C 2.038 3.662 0.271
H 2.054 4.400 3.607
H 3.821 5.986 2.778
H 4.401 6.059 0.350
H 3.207 4.598 -1.291
*
```

=====

No. 6
DFT (wB97M-V/def2-TZVPD) results for 2 unconnected molecules or ions with the total composition C16H18Br2F4NO6.

Kohn-Sham gap	7.21	eV
largest force on an atom	0.961	eV Å⁻¹
E_HOMO	-4.69	eV
LUMO energy	0.09238	hartree

ORCA input file:
```
! wB97M-V def2-TZVPD RIJCOSX def2/J DEFGRID3
* xyz -1 1
C 4.266 1.790 -0.522
C 3.530 1.305 -1.337
C 2.707 0.653 -2.361
C 1.281 0.307 -1.859
F 1.358 0.005 -0.485
C 0.421 1.627 -2.057
O 0.235 1.934 -3.252
O 0.068 2.213 -1.025
N 0.710 -0.771 -2.572
C 1.487 -1.980 -2.736
C 2.231 -2.535 -1.507
C 1.331 -3.009 -0.397
O 0.360 -3.692 -0.561
O 1.728 -2.631 0.874
C -0.735 -0.898 -2.551
C -1.396 -0.860 -1.159
C -2.925 -0.759 -1.286
F -3.394 -1.302 -2.442
Br -3.790 -1.763 0.175
C -3.424 0.717 -1.258
F -2.745 1.408 -2.166
F -4.732 0.744 -1.629
Br -3.262 1.580 0.460
H 4.975 2.326 0.061
H 3.258 -0.226 -2.693
H 2.571 1.363 -3.177
H 2.249 -1.814 -3.508
H 0.865 -2.788 -3.120
H 2.964 -1.845 -1.095
H 2.786 -3.421 -1.838
H 2.035 -3.421 1.335
H -1.200 -0.138 -3.179
H -0.989 -1.855 -3.010
H -1.062 0.005 -0.580
H -1.182 -1.750 -0.572
O -0.733 0.306 2.179
C -0.898 0.992 3.133
O -1.558 2.194 3.096
C -1.518 2.816 4.384
C -1.277 1.689 5.381
C -0.434 0.722 4.555
H -0.706 3.548 4.388
H -2.461 3.335 4.545
H -0.801 2.029 6.300
H -2.227 1.220 5.644
H 0.632 0.949 4.612
H -0.597 -0.321 4.811
*
```

=====

No. 7
DFT (wB97M-V/def2-TZVPD) results for a molecular structure, C16H18BrF3N2O6STm.

expectation value of S²	2.02
Kohn-Sham gap (spin up / spin down)	4.90 / 4.95	eV
largest force on an atom	1.919	eV Å⁻¹
E_HOMO (spin up / spin down)	-16.87 / -16.87	eV
LUMO energy (spin up / spin down)	-0.43985 / -0.43804	hartree

ORCA input file:
```
! wB97M-V def2-TZVPD RIJCOSX def2/J DEFGRID3
* xyz 3 3
C 0.892 -3.684 1.576
C 1.553 -3.700 0.204
O 0.660 -3.809 -0.895
C -0.218 -2.744 -1.080
C 0.495 -1.427 -1.348
C 1.457 -1.412 -2.391
O 1.741 -2.486 -3.096
C 2.181 -0.227 -2.705
Br 3.412 -0.276 -4.031
C 1.955 0.996 -1.975
N 2.680 2.075 -2.294
C 2.430 3.137 -1.589
O 3.107 4.272 -1.835
C 1.449 3.163 -0.571
C 1.239 4.446 0.188
S 1.532 4.126 1.914
O 1.176 5.347 2.737
O 2.871 3.715 2.110
N 0.741 2.109 -0.256
C 0.982 0.984 -0.962
C 0.256 -0.239 -0.653
C -0.777 -0.192 0.417
C -2.223 -0.120 -0.174
O -3.009 -1.181 0.277
C -3.718 -0.958 1.469
C -5.106 -1.572 1.372
F -5.952 -0.777 0.728
F -5.051 -2.737 0.739
F -5.577 -1.787 2.597
H 1.561 -3.183 2.272
H -0.069 -3.176 1.603
H 0.737 -4.683 1.967
H 2.235 -2.851 0.098
H 2.175 -4.586 0.147
H -0.970 -2.655 -0.305
H -0.783 -2.979 -1.987
H 0.940 -2.965 -3.364
H 4.057 4.089 -1.773
H 1.929 5.232 -0.112
H 0.221 4.824 0.080
H 0.693 3.109 2.256
H -0.593 0.611 1.118
H -0.734 -1.117 0.982
H -2.163 -0.225 -1.255
H -2.677 0.848 0.035
H -3.846 0.098 1.707
H -3.229 -1.435 2.319
Tm -0.662 6.003 3.737
*
```

=====

No. 8
DFT (wB97M-V/def2-TZVPD) results for 3 unconnected molecules or ions with the total composition C16H18F16N5O2.

Kohn-Sham gap	7.51	eV
largest force on an atom	4.721	eV Å⁻¹
E_HOMO	-12.94	eV
LUMO energy	-0.19946	hartree

ORCA input file:
```
! wB97M-V def2-TZVPD RIJCOSX def2/J DEFGRID3
* xyz 1 1
N -3.465 5.287 -0.013
N -2.620 5.641 -1.100
C -2.796 4.671 -2.213
N -3.414 3.482 -2.040
N -2.217 5.102 -3.501
C -0.740 4.844 -3.308
C 0.094 6.047 -2.828
C 1.619 5.779 -2.582
C 2.132 4.321 -2.825
C 1.081 3.296 -3.325
N -0.309 3.512 -3.556
H -2.911 4.622 0.554
H -3.528 6.160 0.547
H -1.658 5.423 -0.753
H -4.402 3.401 -1.736
H -2.855 2.612 -2.152
H -2.596 4.462 -4.225
H -0.411 7.052 -2.669
H 2.273 6.644 -2.247
H 3.235 4.056 -2.633
H 1.470 2.232 -3.535
C 2.005 -0.257 -0.753
C 2.081 -1.686 -0.169
C 3.044 -1.895 1.006
F 4.312 -1.554 0.731
F 3.063 -3.202 1.370
F 2.339 -2.552 -1.177
F 0.825 -1.998 0.273
O 2.822 0.049 -1.899
C 4.173 0.363 -1.641
C 5.158 -0.711 -2.130
F 4.847 -1.939 -1.670
F 6.413 -0.439 -1.701
F 4.309 0.655 -0.334
F 4.415 1.518 -2.301
H 0.983 -0.144 -1.128
H 2.101 0.507 0.023
H 2.717 -1.319 1.879
H 5.169 -0.757 -3.221
C -1.521 -3.999 2.070
C -1.536 -3.114 3.337
C -0.887 -3.702 4.596
F -1.414 -4.876 4.976
F -1.037 -2.851 5.643
F -2.812 -2.728 3.579
F -0.856 -1.967 3.025
O -2.685 -4.802 1.803
C -2.808 -6.030 2.494
C -3.943 -6.031 3.531
F -3.857 -4.992 4.388
F -3.904 -7.158 4.281
F -1.611 -6.364 3.011
F -3.075 -6.963 1.552
H -1.485 -3.306 1.224
H -0.601 -4.583 1.988
H 0.188 -3.844 4.444
H -4.916 -5.977 3.040
*
```

=====

No. 9
DFT (wB97M-V/def2-TZVPD) results for a molecular structure, C16H18F5IN2Pr.

expectation value of S²	2.00
Kohn-Sham gap (spin up / spin down)	8.01 / 8.06	eV
largest force on an atom	0.626	eV Å⁻¹
E_HOMO (spin up / spin down)	-10.94 / -10.94	eV
LUMO energy (spin up / spin down)	-0.10753 / -0.10568	hartree

ORCA input file:
```
! wB97M-V def2-TZVPD RIJCOSX def2/J DEFGRID3
* xyz 1 3
Pr -0.315 0.266 -0.457
I -2.834 -1.690 -0.508
C -2.372 -2.490 1.360
C -3.340 -3.176 2.033
C -3.031 -3.750 3.282
C -1.772 -3.633 3.793
C -0.765 -2.930 3.091
C 0.552 -2.843 3.602
C 1.517 -2.174 2.920
C 1.195 -1.516 1.706
C -0.064 -1.558 1.140
C -1.053 -2.316 1.847
H -4.335 -3.288 1.624
H -3.797 -4.288 3.822
H -1.525 -4.082 4.746
H 0.778 -3.328 4.543
H 2.525 -2.131 3.311
H 2.014 -0.978 1.226
N 2.265 0.825 -0.651
C 2.628 1.988 -1.500
C 2.695 1.603 -2.969
C 1.433 0.937 -3.505
C 0.180 1.817 -3.459
N -0.978 1.030 -2.967
H 2.470 1.059 0.319
H 2.873 0.036 -0.867
H 3.587 2.407 -1.190
H 1.876 2.759 -1.319
H 3.547 0.937 -3.134
H 2.917 2.505 -3.544
H 1.246 0.004 -2.949
H 1.610 0.597 -4.526
H -0.029 2.222 -4.451
H 0.309 2.666 -2.785
H -1.196 0.290 -3.630
H -1.810 1.612 -2.905
F 0.317 3.400 1.307
C -0.397 2.554 0.547
F -0.924 1.521 1.469
C -1.683 3.190 0.072
F -1.452 4.079 -0.894
F -2.379 2.136 -0.519
F -2.485 3.732 0.968
*
```

=====

No. 10
DFT (wB97M-V/def2-TZVPD) results for a molecular structure, C16H18F6N4O6OsS2Si.

expectation value of S²	6.01
Kohn-Sham gap (spin up / spin down)	5.20 / 5.64	eV
largest force on an atom	0.816	eV Å⁻¹
E_HOMO (spin up / spin down)	-0.77 / -1.21	eV
relative energy (zero: lowest compared OMol25 entry of this formula, charge and spin)	0.0	kcal per mole
LUMO energy (spin up / spin down)	0.16304 / 0.16299	hartree

ORCA input file:
```
! wB97M-V def2-TZVPD RIJCOSX def2/J DEFGRID3
* xyz -2 5
Os -0.902 -0.624 -0.124
F 2.650 -5.977 -0.852
C 1.408 -5.474 -0.919
F 0.764 -6.141 -1.892
F 0.791 -5.749 0.231
S 1.397 -3.656 -1.283
O 0.086 -3.228 -0.866
O 1.722 -3.594 -2.682
N 2.612 -3.225 -0.381
S 2.701 -2.010 0.607
O 1.798 -0.936 0.310
O 4.079 -1.694 0.853
C 2.161 -2.698 2.235
F 1.046 -3.414 2.165
F 3.118 -3.498 2.737
F 1.994 -1.678 3.091
N -0.533 -2.214 -4.723
C -1.132 -1.674 -3.590
O -0.501 -0.903 -2.869
C -2.504 -2.046 -3.327
C -2.970 -1.640 -2.073
N -3.034 -1.176 -1.005
C -3.242 -2.898 -4.170
N -3.839 -3.579 -4.894
H 0.467 -2.275 -4.582
H -0.941 -3.077 -5.050
C -0.921 1.494 -0.468
H -0.097 1.710 -1.163
H -1.846 1.779 -0.987
C -2.405 3.023 1.725
Si -0.735 2.460 1.071
C 0.179 1.602 2.458
C 0.290 4.047 0.758
C -0.165 5.336 1.033
C 0.620 6.460 0.791
C 1.894 6.312 0.267
C 2.374 5.039 -0.018
C 1.578 3.929 0.224
H -2.335 3.500 2.705
H -3.045 2.145 1.821
H -2.890 3.716 1.036
H 0.386 2.300 3.274
H 1.122 1.184 2.102
H -0.393 0.750 2.827
H -1.158 5.477 1.445
H 0.234 7.449 1.011
H 2.512 7.182 0.075
H 3.366 4.905 -0.433
H 1.968 2.946 -0.014
C -1.971 -1.940 2.313
O -0.830 -1.553 1.632
H -1.793 -1.944 3.401
H -2.302 -2.954 2.038
H -2.832 -1.276 2.131
*
```

=====

No. 11
DFT (wB97M-V/def2-TZVPD) results for a molecular structure, C16H18FN3.

Kohn-Sham gap	7.29	eV
largest force on an atom	19.302	eV Å⁻¹
E_HOMO	-7.65	eV
relative energy (zero: lowest compared OMol25 entry of this formula, charge and spin)	329.2	kcal per mole
LUMO energy	-0.01297	hartree

ORCA input file:
```
! wB97M-V def2-TZVPD RIJCOSX def2/J DEFGRID3
* xyz 0 1
F 1.187 2.556 -1.079
C 2.285 1.884 -1.212
C 3.208 2.344 -2.083
C 4.502 1.900 -2.347
C 4.776 0.843 -1.791
C 4.023 0.333 -0.712
C 2.787 0.973 -0.427
N 1.889 0.140 0.344
C 1.754 -1.279 0.428
H 2.520 -1.715 0.079
C 0.575 -1.804 -0.163
N -0.596 -1.102 0.265
C -0.666 0.547 0.092
C 0.735 0.806 1.048
H 0.816 1.911 0.821
H 0.704 0.670 2.103
H -1.502 1.075 0.717
H -0.482 0.858 -0.766
C -2.030 -1.604 -0.195
C -3.057 -0.977 0.727
C -3.059 -1.103 1.911
N -3.896 -0.686 2.927
C -5.110 -0.290 2.324
C -5.213 -0.038 1.015
C -4.266 -0.733 -0.108
H -4.431 -0.433 -1.004
H -6.309 0.474 0.387
H -5.934 -0.085 2.964
H -2.116 -1.364 2.557
H -1.974 -2.497 -0.148
H -2.070 -1.247 -1.259
H 0.315 -2.762 -0.271
H 0.553 -1.436 -1.260
H 1.588 -1.406 1.501
H 4.296 -0.573 -0.161
H 5.900 0.131 -1.605
H 5.213 2.238 -3.167
H 3.087 3.452 -2.450
*
```